1.
{"formula": "C12H14N2O2S2", "method": "ωB97M-V/def2-TZVPD", "e_lumo_ev": 0.3, "orbital_gap_ha": 0.327, "e_above_lowest_kj_mol": 0.0, "smiles": "CC[C@]1(C)Cc2c(sc3[nH]c(=O)[nH]c(=O)c23)CS1", "elements": ["C", "C", "C", "C", "C", "C", "C", "S", "C", "N", "C", "O", "N", "C", "O", "C", "C", "S", "H", "H", "H", "H", "H", "H", "H", "H", "H", "H", "H", "H", "H", "H"], "coordinates": [[-2.4788, -2.0753, 2.0219], [-2.7318, -0.6957, 1.4207], [-2.7259, -0.6663, -0.1097], [-3.7507, -1.6258, -0.7044], [-1.3469, -0.9361, -0.7056], [-0.3249, 0.0828, -0.3193], [-0.6022, 1.3803, -0.0393], [0.8434, 2.3085, 0.3364], [1.8179, 0.9064, 0.1033], [3.1728, 0.8786, 0.2450], [3.8985, -0.2835, 0.0600], [5.0965, -0.3187, 0.1771], [3.1321, -1.3792, -0.2605], [1.7486, -1.4742, -0.4229], [1.2391, -2.5412, -0.6787], [1.0760, -0.2032, -0.2353], [-1.9232, 2.0488, 0.0310], [-3.2501, 1.0197, -0.6786], [-1.5246, -2.4788, 1.6932], [-2.4562, -1.9962, 3.1065], [-3.2657, -2.7733, 1.7512], [-3.7025, -0.3296, 1.7645], [-1.9661, -0.0131, 1.7957], [-3.8641, -1.4375, -1.7697], [-3.4282, -2.6549, -0.5691], [-4.7193, -1.4885, -0.2297], [-0.9900, -1.9237, -0.4095], [-1.4298, -0.9436, -1.7971], [3.6905, 1.7114, 0.4883], [3.6476, -2.2434, -0.3881], [-1.9319, 2.9716, -0.5517], [-2.1872, 2.2954, 1.0641]], "forces_ev_per_angstrom": [[0.0, 0.2, 0.0], [0.0, -0.2, 0.1], [0.0, 0.5, -0.1], [0.1, 0.3, 0.0], [-0.2, -0.2, 0.1], [0.0, 0.3, 0.0], [0.4, -0.1, 0.0], [0.0, -0.5, -0.1], [-0.6, -0.2, -0.1], [0.2, 0.2, 0.1], [-0.1, 0.3, 0.1], [0.4, -0.1, 0.0], [0.2, -0.4, -0.1], [0.1, 0.2, 0.1], [0.0, -0.2, -0.1], [0.2, 0.6, 0.1], [-0.5, -0.1, 0.1], [0.1, -0.1, 0.0], [0.1, -0.1, 0.0], [0.0, -0.1, 0.1], [-0.1, -0.1, 0.0], [0.0, 0.1, 0.0], [-0.1, 0.1, 0.0], [0.0, -0.1, -0.1], [0.0, -0.1, 0.0], [-0.1, 0.0, 0.1], [-0.1, 0.0, 0.0], [0.0, -0.1, 0.0], [0.1, -0.2, 0.0], [-0.1, 0.2, 0.0], [0.0, 0.0, 0.0], [0.1, 0.1, -0.1]], "lowdin_charge": [-0.08, -0.25, -0.74, -0.10, -0.13, -0.21, -0.53, 1.12, -0.48, 0.13, -0.51, 0.09, 0.21, -0.39, 0.09, -0.11, -0.48, 0.95, 0.07, 0.07, 0.07, 0.11, 0.11, 0.08, 0.09, 0.09, 0.11, 0.14, 0.16, 0.17, 0.08, 0.08]}



2.
{"formula": "C36H84O18", "method": "ωB97M-V/def2-TZVPD", "e_lumo_ev": [-2.3, -8.5], "orbital_gap_ha": [0.303, 0.074], "total_charge": 1, "s_squared": 0.755, "spin_multiplicity": 2, "elements": ["C", "O", "C", "C", "O", "C", "C", "O", "C", "H", "H", "H", "H", "H", "H", "H", "H", "H", "H", "H", "H", "H", "H", "C", "O", "C", "C", "O", "C", "C", "O", "C", "H", "H", "H", "H", "H", "H", "H", "H", "H", "H", "H", "H", "H", "H", "C", "O", "C", "C", "O", "C", "C", "O", "C", "H", "H", "H", "H", "H", "H", "H", "H", "H", "H", "H", "H", "H", "H", "C", "O", "C", "C", "O", "C", "C", "O", "C", "H", "H", "H", "H", "H", "H", "H", "H", "H", "H", "H", "H", "H", "H", "C", "O", "C", "C", "O", "C", "C", "O", "C", "H", "H", "H", "H", "H", "H", "H", "H", "H", "H", "H", "H", "H", "H", "C", "O", "C", "C", "O", "C", "C", "O", "C", "H", "H", "H", "H", "H", "H", "H", "H", "H", "H", "H", "H", "H", "H"], "coordinates": [[3.6575, -0.6567, -3.1312], [3.6522, -1.5844, -2.0956], [4.5917, -2.6287, -2.0441], [4.7501, -3.3805, -0.6914], [3.4718, -3.8399, -0.2091], [3.5746, -4.4193, 1.0847], [2.2939, -5.2807, 1.4649], [2.4627, -6.4834, 0.7270], [1.5220, -7.5342, 1.1490], [4.5525, -0.7277, -3.7493], [3.4906, 0.3344, -2.7093], [2.8104, -0.7926, -3.8036], [5.5762, -2.2207, -2.2735], [4.3698, -3.3011, -2.8728], [5.2185, -2.7914, 0.0970], [5.3326, -4.2944, -0.8077], [3.8522, -3.8075, 1.9430], [4.3739, -5.1537, 0.9855], [1.3623, -4.7798, 1.2019], [2.2462, -5.5308, 2.5248], [1.8440, -8.3922, 0.5588], [0.4780, -7.4316, 0.8529], [1.6958, -7.7939, 2.1932], [3.1199, -8.3416, -4.0290], [1.9429, -7.7424, -3.4548], [2.0479, -7.1462, -2.2408], [0.7355, -6.5585, -1.8797], [0.3047, -5.5137, -2.7695], [0.9413, -4.2163, -2.4762], [0.0245, -2.9735, -2.7096], [-1.1254, -2.9675, -1.7754], [-2.3944, -2.6724, -2.3834], [3.5740, -8.9632, -3.2574], [3.8372, -7.5291, -4.1450], [3.0339, -8.8176, -5.0058], [2.8316, -6.3888, -2.2208], [2.4079, -7.7899, -1.4381], [0.7338, -6.2341, -0.8391], [-0.0801, -7.2802, -1.8343], [1.9225, -4.0891, -2.9335], [1.2014, -4.1756, -1.4184], [-0.1681, -2.8966, -3.7797], [0.6498, -2.0819, -2.6631], [-3.1192, -2.5936, -1.5732], [-2.7211, -3.5176, -2.9892], [-2.5364, -1.8233, -3.0520], [-3.5307, -7.3017, -0.9406], [-3.1344, -6.6334, 0.2613], [-2.3825, -5.4411, 0.0314], [-2.0696, -4.6181, 1.3448], [-1.1034, -5.3193, 2.1396], [-1.1191, -4.8774, 3.5067], [-0.6108, -3.4300, 3.8331], [-1.6445, -2.5431, 3.5947], [-2.6802, -2.3982, 4.5293], [-4.0525, -8.2044, -0.6228], [-2.6137, -7.4318, -1.5154], [-4.2403, -6.7039, -1.5126], [-3.0386, -4.8368, -0.5951], [-1.4325, -5.6910, -0.4411], [-3.0625, -4.6241, 1.7944], [-1.8861, -3.5494, 1.2334], [-0.5663, -5.5139, 4.1976], [-2.1611, -4.9881, 3.8068], [0.3044, -3.1918, 3.2911], [-0.3689, -3.3917, 4.8953], [-2.2419, -1.8199, 5.3427], [-3.0579, -3.3388, 4.9302], [-3.4753, -1.7439, 4.1719], [-0.2008, -1.3146, 0.4614], [0.6109, -0.3522, 1.0324], [1.8678, -0.2640, 0.2659], [2.7802, 0.9297, 0.7418], [2.1054, 2.2108, 0.7134], [1.4512, 2.5917, 1.8418], [0.4555, 3.6846, 1.4692], [-0.0520, 4.3601, 2.6085], [0.8088, 5.3517, 3.1647], [-0.6386, -0.8706, -0.4326], [-1.0216, -1.3911, 1.1745], [0.1870, -2.3104, 0.2465], [1.7151, -0.0500, -0.7920], [2.2673, -1.2745, 0.1788], [3.5302, 0.9720, -0.0480], [3.3217, 0.7534, 1.6713], [2.1581, 2.9945, 2.5672], [0.9531, 1.7038, 2.2309], [-0.3889, 3.2143, 0.9653], [0.8572, 4.3362, 0.6933], [1.5827, 4.7996, 3.6980], [0.3179, 5.9862, 3.9027], [1.2432, 5.9006, 2.3292], [-2.1896, 6.6918, 0.1663], [-3.0667, 6.2400, 1.1580], [-2.9571, 7.1020, 2.3071], [-3.4492, 6.2707, 3.5285], [-3.4450, 6.8851, 4.7895], [-2.3904, 7.6559, 5.2193], [-2.4055, 7.9917, 6.7515], [-2.8275, 9.3660, 6.9696], [-4.2365, 9.5252, 6.9843], [-1.1780, 6.3772, 0.4228], [-2.2520, 7.6902, -0.2666], [-2.4321, 6.0523, -0.6825], [-3.5312, 8.0083, 2.1145], [-1.9106, 7.3579, 2.4731], [-2.7048, 5.4745, 3.5242], [-4.4048, 5.7520, 3.4521], [-2.4415, 8.6174, 4.7083], [-1.4771, 7.1106, 4.9813], [-1.4146, 7.8032, 7.1647], [-3.1594, 7.3202, 7.1622], [-4.7689, 8.9209, 7.7188], [-4.7467, 9.5553, 6.0216], [-4.2558, 10.5446, 7.3699], [0.4535, 1.4671, -3.6679], [1.2837, 2.5260, -4.1953], [1.8800, 3.4868, -3.3096], [0.9114, 4.6007, -2.8392], [0.4360, 5.4086, -3.9443], [-0.8556, 5.0904, -4.4512], [-0.8858, 5.4383, -5.9931], [-0.6040, 6.7753, -6.2168], [-1.6555, 7.6714, -6.0827], [0.1310, 0.8715, -4.5220], [-0.4725, 1.9652, -3.3808], [0.8311, 0.8935, -2.8214], [2.6949, 3.8582, -3.9310], [2.3216, 3.0075, -2.4358], [1.5342, 5.2621, -2.2369], [0.1356, 4.1592, -2.2135], [-1.6517, 5.6438, -3.9531], [-1.1212, 4.0666, -4.1881], [-1.8577, 5.2884, -6.4631], [-0.1326, 4.8479, -6.5148], [-1.1957, 8.6347, -6.3032], [-2.1336, 7.6755, -5.1031], [-2.4891, 7.4823, -6.7590]], "forces_ev_per_angstrom": [[-0.1, -0.2, -0.4], [-0.8, -0.1, 1.9], [0.8, -0.3, -0.4], [-1.8, -0.1, 0.0], [-0.3, 1.0, 0.4], [-0.8, -2.0, 0.1], [1.5, 0.4, -1.3], [-1.6, -0.8, 0.7], [1.7, -0.2, -1.1], [0.2, 0.3, 0.1], [0.5, 0.2, 0.1], [-0.2, -0.4, -0.2], [0.4, 0.1, 0.0], [-0.1, -0.6, 0.2], [0.1, 0.4, -0.2], [0.5, 0.1, -0.5], [-0.1, 1.0, -0.3], [0.2, -0.3, 0.4], [-0.1, 0.2, -0.1], [0.3, 0.3, 0.3], [0.2, -0.2, 0.1], [-0.1, 0.8, 0.5], [-0.4, 0.3, 0.1], [0.4, 1.6, 1.8], [-0.5, -1.8, -2.9], [1.1, 0.4, 1.0], [-1.2, 0.8, 0.4], [0.7, 1.6, 0.5], [-1.2, -0.3, 1.1], [0.0, -1.3, -0.1], [1.0, 0.8, -2.2], [-0.2, -1.2, 0.2], [0.0, -0.7, -0.3], [0.3, 0.2, -0.3], [-0.9, -0.1, 0.4], [0.2, 0.7, -0.3], [-0.2, -0.7, 0.1], [0.5, 0.6, -0.1], [0.1, -0.4, -0.7], [-0.1, 0.0, -0.7], [-0.1, -0.2, 0.3], [-1.3, -0.6, -0.1], [0.2, 0.3, 1.2], [0.1, 0.2, 0.1], [0.1, -0.3, -0.1], [0.9, 0.6, 0.2], [0.5, 0.9, 0.9], [0.0, 0.2, 0.9], [0.3, 0.4, 0.7], [-1.4, -1.9, -0.7], [0.3, 0.9, 0.3], [0.1, 0.4, 0.2], [-1.2, -1.9, 0.4], [-0.6, 1.5, -2.1], [1.0, 0.5, 1.1], [0.4, -0.1, -0.2], [-0.2, -0.6, -0.4], [0.0, 0.2, -0.2], [0.5, 0.5, -0.3], [0.0, 0.1, -0.5], [-0.1, -0.2, 0.9], [0.7, -0.2, -0.6], [0.3, -0.7, -0.8], [-0.1, 0.4, 0.4], [-0.3, 0.3, -0.4], [0.2, -0.2, 0.3], [-0.1, -0.1, 0.7], [-0.2, -0.1, -0.2], [0.0, -0.4, -0.6], [-2.0, 0.5, 0.2], [3.2, 0.6, -0.6], [-1.0, 1.0, 1.1], [-0.7, -0.8, -0.6], [1.7, -1.4, -2.6], [-0.7, 0.2, 1.3], [-0.6, -0.5, 0.5], [-0.7, 0.3, -0.3], [0.5, -1.3, -0.4], [0.0, -0.4, -0.5], [-0.2, -0.5, 0.0], [0.6, 0.1, 0.1], [-0.9, 0.3, -0.3], [0.8, 0.1, 0.7], [0.2, 0.2, 0.1], [-0.3, 0.1, 0.3], [0.1, 0.0, 0.4], [-0.3, 0.3, 0.5], [-0.3, -0.1, 0.2], [0.6, 0.6, 0.2], [0.4, 0.4, 0.1], [-0.4, -0.1, -0.4], [0.2, 0.5, 0.2], [0.1, -2.0, -1.3], [0.0, 1.4, 0.8], [-1.2, -0.7, 0.4], [1.5, -0.3, -0.3], [-2.3, -0.3, 0.5], [1.1, 0.7, 0.3], [-1.3, 0.4, -1.6], [0.6, -2.1, -0.2], [0.5, 1.8, 0.7], [0.4, 0.6, 0.2], [-0.2, 0.5, 0.9], [0.0, -0.1, -0.3], [-0.1, 0.2, 0.1], [0.1, 0.1, 0.0], [0.2, -0.5, 0.2], [-0.1, 0.6, -0.5], [0.5, 0.2, -0.2], [0.5, 0.2, -0.1], [-0.2, 0.4, 0.2], [0.2, -0.2, 0.5], [0.2, -0.5, -0.1], [0.2, -0.5, -0.2], [-0.7, 0.2, 0.0], [-0.9, 1.2, -0.4], [0.3, 0.3, 1.0], [0.2, -1.9, -1.9], [-0.2, 0.9, -0.8], [-0.6, -1.1, 1.3], [0.3, -0.5, -0.5], [0.0, 0.4, 0.0], [1.2, -0.6, 0.3], [-0.5, 0.9, -0.2], [0.6, -0.2, 0.1], [-0.3, -0.1, 0.6], [0.4, 0.1, -0.2], [-0.1, 0.6, 0.2], [-0.3, 0.1, 0.4], [0.0, 0.1, -0.1], [-0.4, 0.1, -0.4], [0.2, 0.9, 0.1], [0.3, -0.3, -0.3], [-0.3, -0.9, 0.5], [0.0, 0.0, 0.2], [-0.4, 0.1, 0.2], [0.3, 0.0, 0.5], [0.1, -0.2, -0.5]], "lowdin_spin": [0.00, 0.00, 0.00, 0.00, 0.00, 0.00, 0.00, 0.00, 0.00, 0.00, 0.00, 0.00, 0.00, 0.00, 0.00, 0.00, 0.00, 0.00, 0.00, 0.00, 0.00, 0.00, 0.00, 0.00, 0.00, 0.00, 0.00, 0.00, 0.00, 0.00, 0.00, 0.00, 0.00, 0.00, 0.00, 0.00, 0.00, 0.00, 0.00, 0.00, 0.00, 0.00, 0.00, 0.00, 0.00, 0.00, 0.00, 0.00, 0.00, 0.00, 0.00, 0.00, 0.00, 0.00, 0.00, 0.00, 0.00, 0.00, 0.00, 0.00, 0.00, 0.00, 0.00, 0.00, 0.00, 0.00, 0.00, 0.00, 0.00, 0.00, 0.00, 0.00, 0.00, 0.00, 0.00, 0.00, 0.00, 0.00, 0.00, 0.00, 0.00, 0.00, 0.00, 0.00, 0.00, 0.00, 0.00, 0.00, 0.00, 0.00, 0.00, 0.00, 0.00, 0.00, 0.00, 0.00, 0.00, 0.00, 0.00, 0.00, 0.00, 0.00, 0.00, 0.00, 0.00, 0.00, 0.00, 0.00, 0.00, 0.00, 0.00, 0.00, 0.00, 0.00, 0.00, 0.01, 0.15, 0.06, 0.07, 0.39, 0.07, 0.04, 0.09, 0.01, 0.00, 0.01, 0.00, 0.00, 0.01, 0.02, 0.00, 0.03, 0.01, 0.01, 0.00, 0.00, 0.01, 0.00]}



3.
{"formula": "C3H8S2", "method": "ωB97M-V/def2-TZVPD", "e_lumo_ev": 0.8, "orbital_gap_ha": 0.363, "e_above_lowest_kj_mol": 68.9, "smiles": "C[C@H](S)CS", "elements": ["C", "C", "S", "C", "S", "H", "H", "H", "H", "H", "H", "H", "H"], "coordinates": [[0.8287, -0.8058, 0.9772], [0.1712, -0.4237, -0.3475], [1.1888, 0.7884, -1.4043], [-1.1533, 0.2194, 0.0635], [-2.2128, 0.8478, -1.2521], [0.4533, -0.1201, 1.7150], [0.4554, -1.7800, 1.2494], [1.8878, -0.8322, 1.0392], [0.1936, -1.2473, -1.0156], [2.0114, 1.4069, -0.6005], [-1.7502, -0.5314, 0.6865], [-0.8702, 1.0404, 0.7816], [-1.2036, 1.4375, -1.8923]], "forces_ev_per_angstrom": [[-0.8, -0.1, -0.2], [1.4, 1.9, 0.7], [-0.9, -0.9, -0.7], [-0.4, -0.3, 1.1], [-0.2, -0.3, 0.1], [0.2, 0.3, 0.6], [-0.1, -0.5, 0.2], [1.0, 0.0, -0.3], [-0.8, -0.8, -0.6], [0.3, 0.2, 1.1], [0.6, 0.9, -1.0], [-0.5, -0.6, -0.8], [0.1, 0.2, -0.2]], "lowdin_charge": [-0.13, -0.68, 0.71, -0.66, 0.68, 0.06, 0.08, 0.06, 0.07, -0.18, 0.10, 0.08, -0.20]}



4.
{"formula": "C6H10O3", "method": "ωB97M-V/def2-TZVPD", "e_lumo_ev": 0.7, "orbital_gap_ha": 0.384, "e_above_lowest_kj_mol": 82.8, "smiles": "CC(=O)[C@](C)(O)CC=O", "elements": ["C", "C", "O", "C", "C", "O", "C", "C", "O", "H", "H", "H", "H", "H", "H", "H", "H", "H", "H"], "coordinates": [[-1.7018, 0.4828, 0.7775], [-0.2474, 1.0693, 0.4467], [0.0400, 2.2101, 0.6579], [0.8054, 0.0233, 0.0286], [1.2909, -0.6904, 1.2999], [1.8887, 0.6807, -0.5778], [0.1885, -0.9511, -0.9837], [-0.7360, -0.1873, -1.8955], [-0.7951, 1.0261, -1.9565], [-1.9271, 0.9010, 1.7590], [-2.4068, 0.9415, 0.0864], [-1.8108, -0.5923, 0.8862], [2.1514, -1.3138, 1.0395], [0.5110, -1.3258, 1.7268], [1.6017, 0.0516, 2.0397], [1.7092, 1.6363, -0.5584], [-0.3939, -1.7365, -0.4988], [0.9831, -1.4300, -1.5576], [-1.1512, -0.7956, -2.7197]], "forces_ev_per_angstrom": [[1.2, 1.5, 0.6], [-1.4, -1.8, 0.7], [0.1, 0.3, -0.1], [-0.1, 0.2, 0.1], [0.0, 0.1, -0.2], [0.2, 0.2, -0.1], [-0.5, 0.7, 0.8], [1.5, 0.6, -1.9], [-0.4, -1.2, 0.4], [-0.1, 0.1, 0.1], [0.0, -0.3, -0.1], [0.2, -0.1, -0.5], [-0.1, 0.1, 0.1], [0.0, 0.1, 0.0], [0.0, -0.1, -0.1], [0.0, -0.2, 0.1], [0.1, -0.1, 0.0], [-0.1, 0.1, -0.2], [-0.6, 0.0, 0.2]], "lowdin_charge": [0.01, -0.39, 0.11, -0.53, 0.00, 0.01, -0.08, -0.22, 0.07, 0.08, 0.08, 0.07, 0.09, 0.09, 0.10, 0.11, 0.12, 0.14, 0.13]}



no.,calculated total energy (hartree)
1,-1522.121817
2,-2775.521233
3,-915.450723
4,-460.318867